Run w
DFT (ωB97M-V/def2-TZVPD) results for a cluster of 2 separate species, C6H14O2 in total.

Structure (XYZ):
```
22
C6H14O2, DFT ωB97M-V/def2-TZVPD
C 1.57295 -0.50652 2.13884
C 0.88482 -0.84934 0.77931
C -0.58195 -0.48005 0.89779
C -0.95651 0.99308 0.51980
C -0.72896 1.42649 -0.94671
C -1.54585 0.46862 -1.82825
O -1.06027 -0.42424 -2.48050
H 2.62748 -0.60969 1.98485
H 1.18855 -1.19099 2.99772
H 1.38656 0.56044 2.35711
H 1.00511 -1.95501 0.61610
H 1.29828 -0.39793 -0.17387
H -0.88707 -0.59244 1.91522
H -1.28096 -1.21742 0.35590
H -0.60781 1.73871 1.21992
H -2.08518 1.13236 0.74280
H -0.93626 2.55994 -1.04423
H 0.34339 1.31462 -1.05501
H -2.62353 0.76453 -1.72414
O 1.41078 -0.84191 -2.24595
H 0.63252 -0.30953 -2.28546
H 0.94391 -1.58372 -2.74124
```

As for the spin multiplicity: 1. Its HOMO-LUMO gap is 11.02 eV. Its net charge is 0.

Löwdin population analysis, charges in e, atoms 1 to 8: C -0.110; C -0.267; C -0.234; C -0.213; C -0.160; C -0.219; O 0.043; H 0.047



Run x
DFT (ωB97M-V/def2-TZVPD) results for a cluster of 2 separate species, C6H14O2 in total.

Structure (XYZ):
```
22
C6H14O2, DFT ωB97M-V/def2-TZVPD
C 2.53280 1.52942 -0.50091
C 1.75516 0.95523 0.60080
C 0.90348 -0.00853 0.31712
C -0.13769 -0.42283 1.32533
C -1.57744 -0.59075 0.76661
C -1.72413 -1.97747 0.20165
O -1.88595 -2.87703 1.28925
H 2.85607 0.80814 -1.41819
H 2.06134 2.35158 -1.05822
H 3.46826 1.84407 -0.08890
H 1.69033 1.56563 1.54689
H 0.78796 -0.68018 -0.56353
H 0.23062 -1.45964 1.62090
H -0.13451 0.31549 2.10976
H -2.59251 -0.37510 1.37428
H -1.85090 0.17693 -0.03925
H -2.55361 -2.26925 -0.44894
H -0.88233 -2.30013 -0.35401
H -1.19705 -2.78913 1.96338
O -0.82377 2.34069 -2.87377
H 0.04895 2.37459 -3.22564
H -0.97507 1.48827 -2.54463
```

As for the spin multiplicity: 1. Its HOMO-LUMO gap is 10.21 eV. Its net charge is 0.

Löwdin population analysis, charges in e, atoms 1 to 8: C -0.145; C -0.187; C -0.146; C -0.208; C -0.193; C -0.303; O -0.091; H 0.128



Run y
DFT (ωB97M-V/def2-TZVPD) results for an isolated molecule of C6H14O2.

Structure (XYZ):
```
22
C6H14O2, DFT ωB97M-V/def2-TZVPD
C -0.51142 1.82894 -0.36057
C -1.12454 0.65608 0.38848
C -2.20556 -0.08092 -0.53155
C -0.21180 -0.38778 1.00864
C 1.25892 -0.59884 0.40140
C 1.27088 -1.10806 -1.03061
O 2.03086 0.57646 0.52107
O 1.92211 -1.57142 1.19456
H -0.04140 1.52682 -1.29948
H 0.20761 2.36538 0.26498
H -1.28760 2.55647 -0.62297
H -1.70954 1.08504 1.21342
H -2.96379 0.64812 -0.83527
H -2.72281 -0.87400 0.01762
H -1.73498 -0.51082 -1.41838
H -0.05916 -0.09836 2.05709
H -0.68509 -1.37589 1.06135
H 2.29389 -1.36620 -1.33505
H 0.91931 -0.36071 -1.74471
H 0.67483 -2.01982 -1.13230
H 2.87057 0.39844 0.06515
H 1.80870 -1.28893 2.11713
```

As for the spin multiplicity: 1. Its HOMO-LUMO gap is 11.18 eV. Its net charge is 0.

Löwdin population analysis, charges in e, atoms 1 to 8: C -0.085; C -0.397; C -0.066; C -0.088; C -0.619; C -0.004; O 0.003; O -0.007



Most stable: run y



Run w
DFT (ωB97M-V/def2-TZVPD) results for a cluster of 2 separate species, C4H12NO2 in total.

Structure (XYZ):
```
19
C4H12NO2, DFT ωB97M-V/def2-TZVPD
O -1.03742 -2.05441 2.18015
C -1.41130 -1.97930 1.04582
C -0.76151 -1.04055 0.02754
N 0.29669 -0.09715 0.50853
C 1.53141 0.04860 -0.40210
C 1.15382 0.19241 -1.84945
H -2.38361 -2.47310 0.80367
H -1.61501 -0.43005 -0.29438
H -0.40061 -1.63660 -0.81578
H -0.13962 0.84438 0.60077
H 0.53096 -0.27305 1.49374
H 2.03204 0.92547 0.00414
H 2.09561 -0.86195 -0.20689
H 0.97888 -0.72666 -2.40160
H 0.29351 0.85912 -1.97404
H 1.92851 0.69577 -2.43234
H -1.08131 2.69967 0.46346
H -0.86032 3.01192 1.91430
O -1.15071 2.29547 1.33446
```

As for the spin multiplicity: 2. The expectation value of S² is 0.758. Its HOMO-LUMO gap (spin up / spin down) is 9.12 / 5.32 eV. Its net charge is +2.

Löwdin population analysis, charges in e, atoms 1 to 8: O 0.434; C 0.056; C 0.003; N 0.059; C -0.117; C -0.056; H 0.240; H 0.179



Run x
DFT (ωB97M-V/def2-TZVPD) results for a cluster of 2 separate species, C4H12NO2 in total.

Structure (XYZ):
```
19
C4H12NO2, DFT ωB97M-V/def2-TZVPD
C 0.09594 -0.96112 1.21813
O -0.06205 0.30880 1.81629
C -0.37398 -0.75198 -0.27101
C 0.61682 0.20966 -1.09863
C 0.77307 1.54587 -0.41624
O -0.48118 2.06259 -0.08420
N -0.54500 -1.94256 -0.89099
H -0.49890 -1.72737 1.70904
H 1.14769 -1.22711 1.25897
H -0.42148 0.21037 2.71698
H -1.37247 -0.27274 -0.26632
H 0.27810 0.20402 -2.13124
H 1.56797 -0.31253 -1.11762
H 1.24890 2.31470 -1.05296
H 1.36186 1.47622 0.52824
H -0.47013 3.03090 0.11467
H -0.03786 -2.80339 -0.59146
H -0.51631 -4.38224 -2.67791
H -0.71731 -3.75365 -3.02264
```

As for the spin multiplicity: 2. The expectation value of S² is 1.393. Its HOMO-LUMO gap (spin up / spin down) is 7.76 / 5.91 eV. Its net charge is +2.

Löwdin population analysis, charges in e, atoms 1 to 8: C -0.119; O 0.018; C -0.291; C -0.002; C -0.108; O 0.252; N 0.449; H 0.154



Run y
DFT (ωB97M-V/def2-TZVPD) results for a cluster of 2 separate species, C4H12NO2 in total.

Structure (XYZ):
```
19
C4H12NO2, DFT ωB97M-V/def2-TZVPD
C -0.29929 -2.01014 -0.47603
O 0.09380 -2.01500 -1.75932
C 0.33196 -0.62003 0.11423
C -0.50733 0.63659 -0.42251
C -0.16888 0.89944 -1.94553
O 1.19043 0.96334 -2.22770
N 0.23210 -0.58627 1.44320
H 0.13674 -2.82045 0.11111
H -1.37947 -2.02893 -0.29874
H 0.14511 -2.94369 -2.05031
H 1.34185 -0.69170 -0.25913
H -0.18768 1.49557 0.08476
H -1.55407 0.37556 -0.36741
H -0.63300 1.81482 -2.34358
H -0.48701 0.03761 -2.54342
H 1.58247 1.83051 -1.93657
H 1.10823 -0.90529 1.90374
H -0.14440 3.21021 6.64740
H -0.80157 3.35783 6.32580
```

As for the spin multiplicity: 2. The expectation value of S² is 0.758. Its HOMO-LUMO gap (spin up / spin down) is 4.97 / 3.60 eV. Its net charge is +2.

Löwdin population analysis, charges in e, atoms 1 to 8: C -0.107; O 0.047; C -0.289; C 0.043; C -0.088; O 0.286; N 0.428; H 0.159



Most stable: run w



Run w
DFT (ωB97M-V/def2-TZVPD) results for the ion CH7N4O with charge +1.

Structure (XYZ):
```
13
CH7N4O, DFT ωB97M-V/def2-TZVPD
N -2.17055 -0.14855 -0.48786
O -1.41338 0.63283 0.61646
N -0.22744 1.02945 0.25795
C 0.79641 0.13428 0.01205
N 2.05492 0.55160 -0.17847
N 0.52667 -1.17078 0.17789
H -1.95611 -1.10234 -0.36409
H -3.12688 0.01947 -0.17984
H -0.17408 1.98420 -0.03952
H 2.82124 -0.15139 -0.35238
H 2.21249 1.54170 0.22766
H 1.03339 -1.86999 -0.23954
H -0.37671 -1.45049 0.54970
```

As for the spin multiplicity: 1. Its HOMO-LUMO gap is 10.91 eV. Its net charge is +1.

Löwdin population analysis, charges in e, atoms 1 to 8: N 0.140; O -0.116; N 0.014; C -0.345; N 0.182; N 0.230; H 0.035; H 0.103



Run x
DFT (ωB97M-V/def2-TZVPD) results for a cluster of 2 separate species, CH7N4O in total.

Structure (XYZ):
```
13
CH7N4O, DFT ωB97M-V/def2-TZVPD
C 1.49303 -0.43674 -0.04968
N 0.66298 -1.41833 -0.36382
N 1.00709 0.63211 0.45307
N -2.63034 0.21807 0.53700
N -1.69548 -0.20039 -0.05308
O 2.76829 -0.69808 -0.25919
H 0.04538 0.83577 0.18584
H 1.67673 1.48047 0.57719
H -2.69038 0.34031 1.59399
H -3.66373 0.33282 0.11162
H 1.13697 -2.20341 -0.69746
H -0.30387 -1.21770 -0.22796
H 3.20020 0.14375 -0.12604
```

As for the spin multiplicity: 1. Its HOMO-LUMO gap is 9.38 eV. Its net charge is +1.

Löwdin population analysis, charges in e, atoms 1 to 8: C -0.516; N 0.237; N 0.213; N -0.057; N -0.001; O 0.206; H 0.094; H 0.202



Most stable: run x